# 1
Formula: C4H8O
Source: the Open Molecules 2025 dataset
Level of theory: ωB97M-V with the def2-TZVPD basis set

The geometry in XYZ format:
```
13
Properties=species:S:1:pos:R:3:forces:R:3
C -2.1788 0.3110 -0.1024 -0.2 -0.1 0.0
C -1.2284 -0.6775 0.4804 -0.1 0.4 -0.4
O -0.2344 -0.7787 -0.3846 -0.4 0.2 0.4
C 1.0288 -0.8101 0.2966 0.4 -0.1 0.2
C 1.7593 0.4209 -0.2128 0.1 0.0 0.0
H -2.0519 1.1167 0.6426 -0.2 0.0 -0.2
H -3.2222 0.0068 -0.0486 -0.1 0.0 0.0
H -1.8825 0.6967 -1.0855 -0.2 -0.2 0.0
H 0.7690 -0.7425 1.3558 0.4 0.0 -0.1
H 1.5545 -1.7471 0.1143 0.0 0.0 -0.2
H 1.0556 1.2609 -0.2596 0.2 -0.2 0.1
H 2.5824 0.6960 0.4493 0.0 -0.1 -0.1
H 2.1435 0.2627 -1.2245 0.0 0.0 0.2
```
Forces are in eV/Å.

Properties
E_tot: -232.327135 Ha
Molar mass: 72.1 g mol⁻¹
Total charge: 0
Energy above the lowest of the compared OMol25 structures with the same formula, charge and spin: 74.4 kcal/mol
E_LUMO: 1.12 eV

These are the natural (NBO) partial charges, in e, on atoms 1 to 4: -0.77, 0.27, -0.52, -0.07

=====

# 2
Formula: C4H8O
Source: the Open Molecules 2025 dataset
Level of theory: ωB97M-V with the def2-TZVPD basis set

The geometry in XYZ format:
```
13
Properties=species:S:1:pos:R:3:forces:R:3
H 1.7185 -2.7700 -2.2767 -0.5 0.0 0.4
H 1.1688 -2.7452 -1.7510 0.5 0.0 -0.4
C 0.0443 -2.1246 1.4753 -1.0 -1.6 0.5
C 0.1123 -0.9255 1.4088 0.0 0.0 -0.6
C 0.1565 0.5337 1.1415 -2.5 -1.9 1.3
H -0.2740 -3.1905 1.6192 0.9 1.8 -0.2
H -0.7780 0.7312 0.5774 0.6 0.2 0.3
H 0.0753 0.9815 2.1397 0.6 0.6 -0.6
H 0.9888 0.7011 0.5334 1.4 1.0 -0.5
C -1.6714 -1.4993 -1.5979 -0.4 0.3 2.7
O -1.7010 -0.3334 -1.2823 -0.7 -0.6 0.3
H -1.1260 -1.6877 -2.4711 0.6 -1.3 -1.8
H -2.0622 -2.3779 -0.9024 0.5 1.6 -1.3
```
Forces are in eV/Å.

Properties
E_tot: -232.291674 Ha
Molar mass: 72.1 g mol⁻¹
SMILES: [H][H].C#CC.C=O
Total charge: 0
Energy above the lowest of the compared OMol25 structures with the same formula, charge and spin: 96.6 kcal/mol
E_LUMO: 0.80 eV

These are the natural (NBO) partial charges, in e, on atoms 1 to 4: 0.01, -0.01, -0.32, 0.02

=====

# 3
Formula: C4H8O
Source: the Open Molecules 2025 dataset
Level of theory: ωB97M-V with the def2-TZVPD basis set

The geometry in XYZ format:
```
13
Properties=species:S:1:pos:R:3:forces:R:3
C 0.5174 -1.4191 -0.5002 0.0 -0.2 0.0
C 0.0307 -0.0193 -0.7039 0.3 -0.3 -0.5
C -1.1505 0.4892 0.0540 0.8 1.1 0.3
C 0.3514 1.0588 0.2470 -1.3 0.2 0.0
O 0.9276 0.8695 1.4881 0.3 -0.8 0.7
H 1.5455 -1.5136 -0.8614 -0.1 -0.1 0.0
H -0.1215 -2.1113 -1.0524 0.1 -0.1 0.1
H 0.5054 -1.6916 0.5593 0.0 0.0 -0.1
H 0.0859 0.3528 -1.7206 0.1 -0.2 -0.2
H -1.6044 -0.2268 0.7699 0.8 0.8 0.0
H -1.8848 1.1703 -0.3621 0.2 -0.2 -0.4
H 0.8129 1.9596 -0.1870 -1.2 0.0 -0.1
H 0.2340 1.0758 2.1172 0.2 0.0 0.3
```
Forces are in eV/Å.

Properties
E_tot: -232.387980 Ha
Molar mass: 72.1 g mol⁻¹
SMILES: C[C@H]1C[C@H]1O
Total charge: 0
Energy above the lowest of the compared OMol25 structures with the same formula, charge and spin: 36.2 kcal/mol
E_LUMO: 1.08 eV

These are the natural (NBO) partial charges, in e, on atoms 1 to 4: -0.60, -0.26, -0.47, 0.09

=====

# 4
Formula: C4H8O
Source: the Open Molecules 2025 dataset
Level of theory: ωB97M-V with the def2-TZVPD basis set

The geometry in XYZ format:
```
13
Properties=species:S:1:pos:R:3:forces:R:3
C 0.2565 -1.1122 2.1107 -0.1 -0.2 0.3
C 0.2511 -0.2491 0.8754 0.1 -0.6 -0.2
C -0.5857 -0.3902 -0.1506 -0.4 0.0 0.3
C -0.5999 0.4932 -1.3743 0.2 -0.4 -0.3
O 0.5632 1.3069 -1.4693 0.1 -0.3 -0.1
H -0.0369 -0.4957 2.9868 0.2 -0.4 -0.4
H -0.4576 -1.9472 2.0159 0.2 0.4 0.1
H 1.2467 -1.5741 2.3219 -0.5 0.5 -0.2
H 1.0257 0.5084 0.8243 -0.1 0.1 0.0
H -1.3867 -1.1449 -0.1071 0.4 0.2 0.0
H -1.4646 1.1798 -1.3322 0.4 -0.3 -0.1
H -0.7005 -0.1470 -2.2917 -0.1 0.5 0.6
H 1.3359 0.7156 -1.4309 -0.4 0.3 0.0
```
Forces are in eV/Å.

Properties
E_tot: -232.413496 Ha
Molar mass: 72.1 g mol⁻¹
SMILES: C/C=C/CO
Total charge: 0
Energy above the lowest of the compared OMol25 structures with the same formula, charge and spin: 20.2 kcal/mol
E_LUMO: 1.05 eV

These are the natural (NBO) partial charges, in e, on atoms 1 to 4: -0.64, -0.19, -0.23, -0.09

=====

# 5
Formula: C4H8O
Source: the Open Molecules 2025 dataset
Level of theory: ωB97M-V with the def2-TZVPD basis set

The geometry in XYZ format:
```
13
Properties=species:S:1:pos:R:3:forces:R:3
C -0.4409 1.3728 1.2503 -0.2 0.1 0.1
O 0.7635 0.7983 0.7493 0.1 -0.2 -0.1
C 0.6264 -0.3766 0.1470 0.2 -0.3 -0.1
C 1.1648 -1.3687 -0.4797 0.1 0.2 0.2
C -0.3391 -1.4368 -0.2310 -0.3 -0.1 0.1
H -1.1099 0.6006 1.6413 0.1 0.1 -0.1
H -0.9541 1.9384 0.4650 0.1 -0.1 0.1
H -0.1473 2.0493 2.0545 -0.1 -0.1 -0.1
H 2.0078 -1.8815 -0.9096 -0.1 0.1 0.1
H -1.0403 -1.2777 -1.0608 0.2 0.0 0.1
H -0.7323 -2.1134 0.5357 0.1 0.1 -0.1
H -0.1658 1.1490 -2.0983 0.0 0.0 -0.1
H 0.3044 0.5758 -2.1586 -0.1 0.1 0.0
```
Forces are in eV/Å.

Properties
E_tot: -232.294288 Ha
Molar mass: 72.1 g mol⁻¹
SMILES: COC1=CC1.[H][H]
Total charge: 0
Energy above the lowest of the compared OMol25 structures with the same formula, charge and spin: 95.0 kcal/mol
E_LUMO: 1.11 eV

These are the natural (NBO) partial charges, in e, on atoms 1 to 4: -0.25, -0.47, 0.34, -0.30

=====

# 6
Formula: C4H8O
Source: the Open Molecules 2025 dataset
Level of theory: ωB97M-V with the def2-TZVPD basis set

The geometry in XYZ format:
```
13
Properties=species:S:1:pos:R:3:forces:R:3
C 0.7535 1.0772 -1.3493 -2.7 0.9 -0.1
C 0.5878 0.4036 0.0786 1.1 -1.0 0.0
C -0.7666 -0.3510 0.3631 0.0 2.0 2.0
C -0.8032 -1.5127 1.4044 -0.9 0.8 0.8
O -1.6521 -1.6358 2.2874 1.9 0.2 -1.9
H 1.0302 2.1651 -1.2354 -0.4 -1.1 -0.1
H -0.2765 1.0510 -2.0089 2.6 0.0 1.7
H 1.5496 0.6138 -1.9118 0.0 -0.2 -0.2
H 0.7566 1.1763 0.8775 -0.1 -0.9 -0.7
H 1.4501 -0.3541 0.1372 -1.2 1.0 0.2
H -1.1048 -0.8076 -0.5130 -0.5 -0.8 -1.7
H -1.5301 0.4521 0.6339 0.7 -1.3 -0.2
H 0.0055 -2.2780 1.2362 -0.5 0.3 0.3
```
Forces are in eV/Å.

Properties
E_tot: -232.404083 Ha
Molar mass: 72.1 g mol⁻¹
SMILES: CCCC=O
Total charge: 0
Energy above the lowest of the compared OMol25 structures with the same formula, charge and spin: 26.1 kcal/mol
E_LUMO: 1.03 eV

These are the natural (NBO) partial charges, in e, on atoms 1 to 4: -0.61, -0.40, -0.51, 0.45